No. 1
# C24H78N2O15

A cluster of 15 separate species, C24H78N2O15 in total (wB97M-V/def2-TZVPD, OMol25).

Each line ends with the Löwdin charge.
Element x y z (Å)
C (0.2704, 4.3948, 3.1502)  -0.074
C (-0.3187, 3.1491, 3.8351)  -0.281
O (-1.4142, 2.6966, 3.0752)  -0.100
H (-0.3982, 5.2587, 3.0938)  0.082
H (0.6920, 4.1506, 2.2074)  0.030
H (1.1659, 4.7108, 3.6996)  0.073
H (-0.6967, 3.4790, 4.8161)  0.121
H (0.4419, 2.3327, 3.8507)  0.104
H (-2.0820, 3.3602, 2.9065)  0.107
C (5.6753, 0.6790, -0.7975)  -0.057
C (4.4208, -0.2410, -0.7053)  -0.297
O (4.4140, -0.9656, 0.4945)  -0.061
H (5.8167, 1.2324, -1.6850)  0.050
H (6.6493, 0.0930, -0.8207)  0.097
H (5.7544, 1.4433, -0.0100)  0.057
H (4.5701, -0.9525, -1.5045)  0.104
H (3.5229, 0.2191, -0.9523)  0.055
H (5.1712, -1.5363, 0.4525)  0.097
C (0.3393, 0.2280, -0.4361)  -0.063
C (-1.0938, -0.2678, -0.2676)  -0.270
O (-1.7358, 0.5700, 0.6682)  -0.095
H (0.7342, 0.5599, 0.5739)  0.088
H (0.4344, 1.0136, -1.1645)  0.050
H (0.9496, -0.5748, -0.8274)  0.045
H (-1.1218, -1.2357, 0.2067)  0.078
H (-1.6194, -0.4175, -1.2184)  0.090
H (-1.5581, 0.2910, 1.5473)  0.020
C (-3.3051, -2.6027, 1.0520)  -0.061
C (-3.5801, -3.6354, 2.1040)  -0.324
O (-4.1562, -3.1308, 3.2593)  -0.052
H (-2.6529, -2.9058, 0.2749)  0.056
H (-2.9619, -1.6919, 1.4995)  0.059
H (-4.3186, -2.3623, 0.6666)  0.081
H (-2.6250, -4.1091, 2.2818)  0.090
H (-4.2523, -4.3423, 1.6502)  0.116
H (-5.0985, -3.0472, 3.1687)  0.112
C (2.5191, 2.4643, 1.0770)  -0.077
C (3.8923, 2.8912, 1.5960)  -0.244
O (3.5812, 4.1464, 2.2936)  -0.067
H (1.9736, 3.1871, 0.5657)  0.048
H (1.9486, 2.1727, 1.9335)  0.052
H (2.5969, 1.5419, 0.5020)  0.047
H (4.6685, 2.9094, 0.8647)  0.082
H (4.1514, 2.1490, 2.2484)  0.068
H (4.4796, 4.3507, 2.6202)  0.090
C (0.1966, -3.3853, -1.9993)  -0.076
C (1.6905, -3.3617, -1.7254)  -0.332
O (2.1213, -4.6266, -1.2683)  -0.069
H (-0.1019, -4.1336, -2.7625)  0.096
H (-0.0975, -2.4170, -2.4562)  0.066
H (-0.3224, -3.5400, -1.1077)  0.034
H (1.8898, -2.5420, -1.1156)  0.065
H (2.0942, -3.2730, -2.7130)  0.103
H (3.1007, -4.6865, -1.4044)  0.109
C (-4.5001, 0.6239, -0.8645)  -0.038
C (-5.4240, -0.5768, -1.0554)  -0.287
O (-6.4492, -0.2269, -1.9708)  -0.082
H (-4.9682, 1.5279, -0.9449)  0.056
H (-3.7821, 0.6713, -1.6454)  0.037
H (-3.9613, 0.4867, 0.0230)  0.047
H (-5.8508, -1.0271, -0.1890)  0.099
H (-4.9612, -1.3591, -1.5736)  0.055
H (-6.1339, -0.1690, -2.8829)  0.081
C (1.9933, -0.9509, 4.7284)  -0.062
C (2.7495, -0.2455, 3.5743)  -0.273
O (2.3705, -0.7917, 2.3174)  -0.099
H (1.9631, -2.0513, 4.6335)  0.080
H (0.9796, -0.5389, 4.7979)  0.062
H (2.5169, -0.7334, 5.6457)  0.073
H (3.8103, -0.4693, 3.7251)  0.118
H (2.4990, 0.8117, 3.6467)  0.094
H (3.0035, -0.5887, 1.6549)  0.014
C (-1.1618, 0.0876, -5.0058)  -0.099
C (-1.6573, 0.9047, -3.8348)  -0.301
O (-2.2368, 2.1038, -4.4110)  -0.082
H (-0.5992, 0.6212, -5.7625)  0.076
H (-2.0556, -0.3392, -5.5394)  0.091
H (-0.6109, -0.7461, -4.5982)  0.047
H (-0.9298, 1.1844, -3.1254)  0.069
H (-2.4134, 0.2408, -3.2912)  0.098
H (-1.5413, 2.7832, -4.3739)  0.088
C (-1.8567, -0.5895, 3.8338)  -0.535
O (-3.0038, 0.0231, 4.4233)  -0.165
N (-0.7962, 0.0399, 3.2523)  0.152
N (-1.8374, -1.8945, 3.9100)  0.151
H (-0.7308, 1.0464, 3.3226)  0.051
H (0.0259, -0.4747, 2.9586)  0.081
H (-2.8195, -2.3474, 3.8624)  0.101
H (-1.0709, -2.4602, 3.4761)  0.081
C (-1.7725, 3.4053, -0.9918)  -0.126
O (-0.6956, 2.9947, -0.1606)  -0.185
H (-2.5364, 3.8330, -0.3315)  0.084
H (-2.1833, 2.4897, -1.4368)  0.058
H (-1.2875, 4.0537, -1.7383)  0.084
H (-0.8533, 2.0466, 0.1276)  0.035
C (-2.9851, -2.5063, -3.1705)  -0.185
O (-4.3371, -2.8288, -3.2661)  -0.117
H (-2.6674, -1.9162, -4.0278)  0.059
H (-2.4829, -3.4668, -3.3074)  0.076
H (-2.5679, -2.1085, -2.2448)  0.055
H (-4.7150, -2.3195, -4.0503)  0.126
C (1.8909, 0.1467, -3.5223)  -0.165
O (1.9344, 0.0906, -4.9369)  -0.108
H (2.8580, 0.0919, -3.0766)  0.058
H (1.1785, -0.5379, -3.0712)  0.052
H (1.5682, 1.1952, -3.3496)  0.077
H (2.1457, -0.8462, -5.0869)  0.089
C (2.8144, 3.3933, -2.1329)  -0.195
O (3.2522, 4.6974, -2.0080)  -0.105
H (1.7980, 3.3208, -1.7680)  0.066
H (3.5198, 2.6863, -1.6246)  0.080
H (2.8230, 3.1562, -3.2041)  0.080
H (3.1470, 5.1819, -2.8454)  0.093
C (0.3026, -3.6075, 1.6276)  -0.125
O (0.5338, -2.9533, 2.8380)  -0.157
H (-0.7023, -4.0820, 1.5407)  0.093
H (1.0006, -4.3899, 1.5351)  0.069
H (0.6047, -2.8784, 0.8719)  0.071
H (1.4398, -2.6084, 2.8002)  0.057

Results
2S+1 ... 1
Net charge ... 0
Highest occupied orbital energy ... -8.042 eV

---

No. 2
# C24H79B2O12PtSr

A structure of composition C24H79B2O12PtSr (wB97M-V/def2-TZVPD, OMol25).

Each line ends with the Löwdin charge.
Element x y z (Å)
Pt (0.3676, -0.3831, 0.4422)  1.259
Sr (0.3258, 4.1419, 0.3299)  1.602
B (-1.5626, 3.1511, 1.8948)  -0.486
H (-1.5268, 2.8747, 0.8524)  -0.062
H (-2.3370, 2.5835, 2.3872)  0.005
H (-0.6382, 2.9363, 2.4082)  -0.036
H (-1.6074, 4.2241, 1.9995)  -0.021
B (0.9934, 1.7039, -0.3435)  -0.602
H (1.6624, 0.8732, -0.5059)  -0.008
H (0.0664, 1.4664, -0.8420)  -0.018
H (0.8138, 1.9719, 0.6862)  -0.075
H (1.5338, 2.5332, -0.7729)  -0.056
C (0.1855, -3.6512, 3.2165)  -0.097
C (-0.0855, -3.8095, 1.7184)  -0.401
O (-0.2722, -2.5650, 1.0554)  -0.394
H (1.1068, -3.0713, 3.2699)  0.042
H (0.2041, -4.6047, 3.7444)  0.075
H (-0.6073, -3.0726, 3.6907)  0.062
H (-0.9467, -4.4720, 1.6314)  0.098
H (0.8824, -4.2162, 1.4252)  0.086
C (-2.9326, -0.3019, 3.2498)  -0.036
C (-2.6277, -0.2610, 1.7185)  -0.204
O (-1.3377, 0.3782, 1.4724)  -0.217
H (-2.0853, -0.7303, 3.7853)  0.056
H (-3.8272, -0.8809, 3.4790)  0.079
H (-3.0064, 0.6414, 3.7911)  0.069
H (-3.3732, 0.2877, 1.1429)  0.096
H (-2.7367, -1.2392, 1.2503)  0.098
H (-1.5261, 1.3149, 1.5658)  -0.010
C (3.6040, 2.5923, 2.0787)  -0.079
C (3.2596, 3.7388, 2.9601)  -0.303
O (2.0126, 4.1440, 2.5118)  -0.140
H (3.9818, 2.9797, 1.1325)  0.093
H (2.7816, 1.9183, 1.8390)  0.061
H (4.3863, 1.9990, 2.5520)  0.084
H (3.9661, 4.5689, 2.9606)  0.130
H (3.2043, 3.3550, 3.9787)  0.120
H (1.4427, 3.9129, 3.2490)  0.097
C (-5.2846, 4.5967, 0.7815)  -0.077
C (-5.1917, 3.1102, 1.2737)  -0.277
O (-4.1711, 2.4966, 0.4955)  -0.108
H (-5.6119, 4.5724, -0.2579)  0.065
H (-4.3518, 5.1563, 0.7123)  0.059
H (-5.9950, 5.1615, 1.3853)  0.069
H (-6.1593, 2.6114, 1.2187)  0.110
H (-5.0091, 3.1432, 2.3478)  0.104
H (-3.3105, 2.6489, 0.8928)  -0.012
C (4.5301, 2.8381, -4.2522)  -0.063
C (3.1991, 2.3373, -3.6947)  -0.363
O (2.6575, 3.2065, -2.7732)  -0.071
H (5.0103, 2.0372, -4.8143)  0.077
H (5.2956, 3.1268, -3.5318)  0.077
H (4.2237, 3.6597, -4.8997)  0.078
H (3.2854, 1.3425, -3.2575)  0.095
H (2.5373, 2.0692, -4.5183)  0.102
H (2.1550, 2.6292, -2.1937)  0.010
C (-2.7949, -5.6273, -2.5518)  -0.084
C (-1.9888, -5.3324, -1.3139)  -0.294
O (-1.7855, -3.9168, -1.3269)  -0.107
H (-2.8553, -6.7107, -2.6550)  0.079
H (-2.2349, -5.3622, -3.4487)  0.077
H (-3.7190, -5.0749, -2.7218)  0.073
H (-0.9698, -5.7190, -1.2950)  0.114
H (-2.4667, -5.7991, -0.4525)  0.112
H (-1.4931, -3.6349, -0.4570)  0.036
C (4.5127, -3.8889, 1.4580)  -0.053
C (4.1544, -3.3073, 2.8443)  -0.242
O (3.7757, -1.9206, 2.7836)  -0.094
H (4.5465, -4.9436, 1.7313)  0.085
H (5.4964, -3.6915, 1.0321)  0.086
H (3.6875, -3.7892, 0.7530)  0.044
H (4.9968, -3.4671, 3.5174)  0.119
H (3.3487, -3.8950, 3.2840)  0.108
H (4.4774, -1.3632, 3.1281)  0.104
C (0.3752, -0.6330, -3.8934)  -0.037
C (-0.7721, -0.3447, -2.9545)  -0.280
O (-0.5686, -0.7599, -1.6313)  -0.152
H (1.1894, 0.0910, -3.8625)  0.054
H (0.0707, -0.6447, -4.9399)  0.091
H (0.8057, -1.5870, -3.5888)  0.064
H (-1.6812, -0.8167, -3.3270)  0.117
H (-0.9938, 0.7222, -2.9304)  0.095
H (-0.6914, -1.7113, -1.6702)  0.081
C (-5.1711, -1.5452, -0.7657)  -0.062
C (-4.3649, -1.3070, -2.0946)  -0.324
O (-3.9638, -2.5185, -2.5472)  -0.086
H (-5.9393, -2.2884, -0.9791)  0.076
H (-5.5886, -0.6238, -0.3597)  0.063
H (-4.6661, -2.0177, 0.0768)  0.054
H (-3.4509, -0.7203, -2.0021)  0.086
H (-5.0683, -0.8471, -2.7888)  0.116
H (-3.5246, -3.0230, -1.8586)  0.044
C (2.2733, 0.4468, 4.3971)  -0.038
C (1.0701, 0.1771, 3.4306)  -0.297
O (1.5762, -0.4411, 2.3404)  -0.183
H (1.8136, 1.0056, 5.2123)  0.082
H (3.1075, 0.9235, 3.8824)  0.048
H (2.5295, -0.4976, 4.8773)  0.078
H (0.6294, 1.1059, 3.0686)  0.097
H (0.3691, -0.4732, 3.9540)  0.116
H (2.2939, -1.0453, 2.5441)  0.043
C (-0.8774, 3.4094, -4.1531)  -0.056
C (-0.9191, 4.2674, -2.8912)  -0.283
O (-1.2413, 3.3684, -1.8620)  -0.159
H (-1.7998, 3.0281, -4.5911)  0.091
H (-0.1218, 2.6248, -4.1128)  0.069
H (-0.5971, 4.0362, -4.9996)  0.083
H (-1.5439, 5.1605, -2.8751)  0.123
H (0.0859, 4.5715, -2.5987)  0.092
H (-2.0151, 2.8824, -2.1562)  0.104
C (2.9335, -2.9379, -2.1533)  -0.040
C (3.1078, -1.5394, -1.4138)  -0.240
O (2.4497, -1.6130, -0.1401)  -0.151
H (3.2057, -3.6960, -1.4190)  0.057
H (3.6387, -3.0761, -2.9728)  0.077
H (1.9082, -3.0425, -2.5082)  0.056
H (2.7493, -0.7121, -2.0262)  0.081
H (4.1883, -1.4347, -1.3152)  0.111
H (2.9479, -2.2560, 0.3698)  0.037

Results
2S+1 ... 3
Net charge ... +1
<S²> ... 2.004
Highest occupied orbital energy (alpha / beta) ... -9.855 / -9.723 eV